# 1
ORCA calculation (ωB97M-V/def2-TZVPD) on a molecular structure, C49H59N2O3P2S2SbTi at a distorted geometry.

Cartesian coordinates (Å):
Sb: 16.23675 12.23505 10.50757
Ti: 14.24002 9.97672 14.12763
S: 9.48703 10.36015 13.82076
S: 15.17074 12.28244 14.96975
P: 13.18572 12.59950 15.00135
P: 10.99773 10.37562 15.14237
O: 13.80946 10.55358 12.21749
O: 14.84503 8.72654 15.31981
O: 16.68193 9.44303 13.59920
N: 12.72196 8.60670 11.94310
N: 13.47803 8.40355 13.28199
C: 11.57621 6.00772 17.03070
C: 9.29692 13.10686 17.75670
C: 16.62792 7.85323 11.61850
C: 17.29116 10.96119 8.08138
C: 12.33933 11.72844 10.10927
C: 12.83146 14.32701 19.26262
C: 12.33143 8.48207 16.81399
C: 16.17783 10.64955 9.21256
C: 11.35312 13.62938 13.14976
C: 11.34664 8.71141 15.88011
C: 12.84264 12.97806 19.05779
C: 18.50980 11.98262 10.78704
C: 13.01883 14.64900 16.92719
C: 14.99370 14.05421 8.36096
C: 12.55160 13.90164 13.83708
C: 10.81202 11.39723 8.36238
C: 12.98712 13.31329 16.68940
C: 11.96500 15.33392 11.52792
C: 12.54223 11.11158 14.86348
C: 10.68997 7.55018 15.35086
C: 15.97195 6.74146 16.26704
C: 12.90571 12.46923 17.80781
C: 13.28702 15.45145 12.09909
C: 13.48121 7.13302 13.62392
C: 18.63674 11.85788 12.24977
C: 12.59442 7.22329 17.24202
C: 10.50287 6.31204 15.90314
C: 17.26566 8.49484 12.97873
C: 10.17456 11.09393 16.68084
C: 8.69310 12.34993 18.71561
C: 18.60292 8.20968 13.17017
C: 14.06874 6.63493 14.62550
C: 11.53910 9.45944 9.59001
C: 8.85359 10.86180 18.63118
C: 16.59414 15.50173 9.62912
C: 10.96173 14.42011 12.07001
C: 9.70136 10.28781 17.68903
C: 14.77787 10.48498 8.49374
C: 14.89623 7.42338 15.55511
C: 10.93524 9.97114 8.50738
C: 12.91141 9.80525 11.68814
C: 12.70365 6.03686 12.64892
C: 12.97431 15.19348 18.23720
C: 16.38966 14.01019 8.98911
C: 19.32477 13.09169 10.36005
C: 12.21281 10.19143 10.54504
C: 13.61538 14.48792 13.27419
C: 10.05050 12.49074 16.65879
C: 11.43535 12.23269 9.27348
H: 14.37050 13.56404 9.49058
H: 18.37436 13.01107 12.71986
H: 16.12256 9.38909 9.17374
H: 12.85612 5.31431 13.54032
H: 13.79204 16.16212 11.90193
H: 10.53116 12.99300 13.35102
H: 12.96739 9.19827 17.44662
H: 19.77459 13.38900 11.25581
H: 17.28734 15.30279 10.40849
H: 11.84139 8.25162 9.77227
H: 17.40298 7.49335 11.03412
H: 19.12309 8.80760 12.30643
H: 9.89938 5.75397 15.39572
H: 15.65143 7.13823 12.03513
H: 12.82008 11.36900 17.55159
H: 13.08917 15.40278 16.19546
H: 8.22282 10.34822 19.27041
H: 10.43271 9.27360 7.68506
H: 14.56538 11.28182 9.24366
H: 14.74678 12.96522 7.70811
H: 13.26685 6.07766 11.43513
H: 12.96385 16.27110 18.30268
H: 17.08532 11.76609 7.91422
H: 19.76060 11.92342 12.72216
H: 8.38611 12.79066 19.59008
H: 10.11016 11.80508 7.50866
H: 13.11089 12.25563 10.51833
H: 15.03219 14.89829 8.02656
H: 14.48238 9.40154 8.78446
H: 16.53246 15.95434 8.90897
H: 11.95993 6.62785 12.47954
H: 16.89156 7.51087 16.11872
H: 10.54847 13.14430 16.01646
H: 9.45846 14.34438 17.71525
H: 10.07715 7.63120 14.57382
H: 11.61299 13.18815 9.35196
H: 14.18574 5.71898 15.07073
H: 18.25778 10.97723 8.23155
H: 12.82364 14.79651 20.28385
H: 16.22285 16.15300 10.51563
H: 12.12511 5.16867 17.05421
H: 15.80772 5.83484 16.93861
H: 18.86914 9.03389 13.84645
H: 14.42228 14.69795 13.68818
H: 9.83556 9.15216 17.57010
H: 14.33876 10.34826 7.57198
H: 18.74995 13.83693 10.14031
H: 17.67728 11.63570 12.78932
H: 11.75150 16.11062 10.62240
H: 12.74836 12.24617 20.01597
H: 18.74921 7.17132 13.39458
H: 18.85684 11.11338 10.22900
H: 13.27840 6.74388 18.02279
H: 9.83667 14.51109 11.75915
H: 20.09767 12.66619 9.52041
H: 16.19312 8.82667 11.09324
H: 17.23048 13.97913 8.13091
H: 17.33312 10.59685 7.07566
H: 16.47343 19.66293 8.39772

The value obtained for the HOMO-LUMO gap (spin up / spin down) is 2.78 / 6.29 eV. Its total charge is -2. For the HOMO energy (spin up / spin down), the calculation gives 1.33 / -2.19 eV. Its spin multiplicity is 3.

Results of the Löwdin charge analysis, in e, for atoms 1 through 5: number 1, Sb, carries 1.446; number 2, Ti, carries 0.882; number 3, S, carries 0.179; number 4, S, carries 0.369; number 5, P, carries 0.423

# 2
ORCA calculation (ωB97M-V/def2-TZVPD) on 7 unconnected molecules or ions with the total composition C49H60BF6N4O6P2S at a distorted geometry.

Cartesian coordinates (Å):
S: 1.76586 0.87829 -3.56368
P: 0.33038 1.83688 -2.75910
P: 2.95746 3.79334 -1.26099
F: 3.18253 -7.11507 3.05054
F: 2.92185 -1.58696 3.93891
F: 1.05377 -5.18680 -7.53798
F: -5.54931 -0.65239 -4.10133
F: 3.24425 1.17261 6.61756
F: 1.34128 0.35824 -7.08649
O: 0.01615 3.20645 -3.60361
O: -0.06161 2.75124 3.50940
O: 3.29554 3.18095 2.40883
O: 2.77620 3.81109 -2.71247
O: 2.30658 5.26392 1.83725
O: -1.07810 1.00449 -2.78460
N: 1.59516 3.08094 -0.40002
N: -0.21680 1.92269 -0.05829
N: -0.42596 2.23734 2.30791
N: 1.31791 3.12408 0.94372
C: -2.91931 -0.82173 -7.24928
C: 4.13299 -3.40184 3.04743
C: 2.47359 -3.37241 0.81752
C: 2.27315 -2.45603 1.84112
C: -8.91436 3.50891 3.68718
C: 3.43680 3.09450 7.96832
C: 0.46358 0.04197 -11.08242
C: -0.09359 -8.33654 3.97211
C: -4.68730 -0.70829 -5.13539
C: 3.49594 -4.30600 0.91274
C: 1.05347 0.25483 -8.39887
C: -0.04786 0.91983 -8.90221
C: -3.36637 -0.36233 -4.93107
C: 0.61543 2.32856 -0.99049
C: 3.70199 -4.14917 -5.30831
C: 0.50982 1.74216 4.40517
C: 5.80707 2.08961 9.01138
C: -5.35513 2.47935 1.85366
C: 3.24524 -2.88867 -4.94266
C: 4.32381 -4.32324 2.02809
C: -0.34013 0.81565 -10.25539
C: -5.86546 2.83099 3.31294
C: -1.65153 1.38812 2.30323
C: -2.84578 2.02912 1.54118
C: 1.15059 -7.01685 1.86595
C: 3.10868 -2.48230 2.94108
C: 2.04803 -2.40576 -5.45523
C: -2.47568 -0.42498 -5.99472
C: 3.92879 1.87210 7.55202
C: 1.86562 -0.51496 -9.20864
C: -5.14366 -1.10969 -6.37611
C: 4.13733 3.81858 8.92320
C: -4.25358 -1.16131 -7.44035
C: 1.26345 -8.05282 4.03916
C: -7.92829 4.12577 2.61759
C: -4.21481 1.41209 1.98814
C: 1.77205 -4.43346 -6.68748
C: 0.17589 2.41310 1.16147
C: -6.52622 4.24214 3.27965
C: -0.82630 -7.96870 2.85049
C: 1.30766 -3.17985 -6.33798
C: 1.56420 -0.62526 -10.55887
C: 3.32479 3.49053 3.84695
C: 1.86684 -7.39455 2.98513
C: 5.10409 1.35888 8.06398
C: 2.95895 -4.93014 -6.18248
C: 1.27735 0.60962 3.69259
C: 5.32257 3.31767 9.44238
C: -0.20392 -7.31164 1.79725
B: 2.32431 3.89855 1.76983
H: -1.41925 0.36477 1.95437
H: -1.19536 1.33870 -10.66405
H: -2.22543 -0.86682 -8.08016
H: 0.23287 -0.04220 -12.13691
H: 1.20661 2.28655 5.06542
H: -4.15457 1.02189 3.02194
H: 5.46290 0.39653 7.72161
H: 2.72301 -1.02103 -8.78296
H: 1.85285 -8.33880 4.90093
H: -5.84868 4.94413 2.75835
H: 3.75661 4.77330 9.26240
H: -0.66764 1.51135 -8.23962
H: 3.82478 -2.28223 -4.25692
H: 4.63714 -4.52379 -4.91182
H: -2.72681 1.73536 0.48030
H: 1.58834 -0.09921 4.47069
H: 5.11762 -5.05438 2.10280
H: -3.03971 -0.04773 -3.94931
H: -2.83944 3.13078 1.55497
H: 3.35344 2.52281 4.36796
H: -6.18453 -1.37800 -6.50376
H: -4.97618 2.79906 3.96619
H: 4.22909 4.09226 4.02464
H: -4.60030 -1.46713 -8.41898
H: -8.79651 2.41205 3.66777
H: -7.95246 3.42440 1.76522
H: 1.47539 -1.72644 1.78820
H: -6.57726 2.03618 3.59190
H: 5.87061 3.88391 10.18453
H: 2.18798 -1.23130 -11.20306
H: -9.95429 3.79706 3.46343
H: -8.60124 3.86396 4.68386
H: -1.98891 1.25918 3.34760
H: 1.83116 -3.35717 -0.05405
H: 0.65746 0.03336 2.98310
H: 3.22261 5.10811 -0.80235
H: -8.29392 5.09631 2.24176
H: -0.77367 -7.02857 0.92125
H: 3.64945 -5.02352 0.11625
H: 2.41938 4.07217 4.08978
H: -6.17696 2.03327 1.27073
H: 1.69011 -1.42573 -5.16776
H: 2.16185 0.95767 3.13311
H: 2.51314 3.47347 7.54753
H: -0.79200 3.58082 -3.19876
H: 4.77247 -3.39392 3.92078
H: -4.44370 0.54433 1.34377
H: 1.97846 5.68082 1.02601
H: 1.65029 -6.49811 1.05871
H: -0.29565 1.38720 5.07364
H: 0.37627 -2.81686 -6.75490
H: 4.06728 2.97721 -0.90558
H: -5.01107 3.43501 1.42421
H: -6.61913 4.60433 4.32099
H: -0.57959 -8.84554 4.79444
H: -1.88387 -8.19520 2.79844
H: 3.29381 -5.91757 -6.47325
H: -1.63163 1.44092 -2.10229
H: -1.43443 -0.16401 -5.84341
H: 6.73321 1.70060 9.41378

The value obtained for the HOMO-LUMO gap is 6.83 eV. Its total charge is +1. For the HOMO energy, the calculation gives -10.45 eV. Its spin multiplicity is 1.

Results of the Löwdin charge analysis, in e, for atoms 1 through 5: number 1, S, carries 0.427; number 2, P, carries 0.230; number 3, P, carries 0.769; number 4, F, carries 0.055; number 5, F, carries 0.029